Record 1
The following is a DFT calculation (the ωB97M-V functional and the def2-TZVPD basis) of a structure of composition C38H44InN7S.

For the HOMO energy, the calculation gives -1.02 eV. Its lowest unoccupied orbital energy is 3.964 eV. For the total energy, the calculation gives -2446.1709 Eh. As for the total charge: -2. As for the frontier orbital gap: 4.99 eV.

Each line ends with the Mulliken charge.
Atoms and positions in Å:
In  0.714  0.528  0.379  1.80
C  4.295  -0.868  -4.194  -1.08
C  3.141  -1.876  -4.185  -1.10
C  2.450  -1.935  -2.860  0.41
C  2.616  -2.835  -1.855  0.41
C  3.539  -4.011  -1.805  -1.15
C  4.848  -3.686  -1.076  -1.07
C  1.781  -2.382  -0.755  -0.43
C  1.670  -3.015  0.470  0.38
C  0.918  -2.603  1.572  -0.06
C  0.931  -3.266  2.864  0.48
C  1.671  -4.522  3.201  -1.18
C  0.845  -5.786  2.949  -1.06
C  0.132  -2.522  3.678  0.73
C  -0.348  -1.418  2.869  -0.19
C  -1.165  -0.389  3.342  -0.03
C  -1.643  0.690  2.621  -0.35
N  -1.320  0.970  1.326  -0.42
C  -2.088  2.013  0.941  0.03
C  -2.101  2.562  -0.341  -0.54
C  -1.355  2.135  -1.423  0.10
N  -0.481  1.090  -1.423  -0.51
C  0.101  1.075  -2.659  -0.03
C  1.036  0.153  -3.090  -0.42
C  1.504  -0.946  -2.364  0.23
N  1.127  -1.241  -1.105  -0.45
C  -0.426  2.157  -3.475  0.83
C  -1.345  2.798  -2.715  0.90
C  -2.155  4.002  -3.071  -1.20
C  -3.621  3.674  -3.372  -1.27
C  0.015  2.498  -4.862  -1.18
C  -0.861  1.857  -5.941  -1.25
C  -2.925  2.450  2.043  0.44
C  -2.640  1.633  3.092  0.82
C  -3.271  1.625  4.449  -1.26
C  -4.405  0.601  4.564  -1.08
C  -3.858  3.620  2.009  -1.12
C  -3.132  4.939  2.288  -1.17
N  0.124  -1.509  1.606  -0.57
C  -0.215  -2.766  5.112  -1.13
C  -1.620  -3.349  5.297  -0.88
H  4.773  -0.820  -5.176  0.36
H  5.048  -1.146  -3.455  0.23
H  3.941  0.130  -3.933  0.31
H  3.521  -2.868  -4.445  0.36
H  2.421  -1.608  -4.965  0.37
H  3.762  -4.347  -2.822  0.41
H  3.044  -4.849  -1.305  0.38
H  5.390  -2.899  -1.602  0.23
H  5.494  -4.566  -1.006  0.36
H  4.645  -3.317  -0.070  0.30
H  2.266  -3.910  0.602  0.12
H  1.981  -4.494  4.249  0.43
H  2.593  -4.573  2.616  0.40
H  -0.061  -5.780  3.558  0.22
H  1.412  -6.691  3.184  0.38
H  0.537  -5.835  1.903  0.28
H  -1.472  -0.452  4.381  0.28
H  -2.736  3.425  -0.498  0.26
H  1.428  0.287  -4.091  0.20
H  -1.698  4.490  -3.935  0.44
H  -2.096  4.725  -2.254  0.37
H  -3.695  2.989  -4.219  0.27
H  -4.188  4.577  -3.611  0.41
H  -4.094  3.188  -2.517  0.26
H  1.054  2.191  -5.002  0.47
H  0.018  3.585  -4.971  0.43
H  -0.871  0.770  -5.834  0.28
H  -0.499  2.102  -6.943  0.41
H  -1.893  2.205  -5.856  0.23
H  -3.660  2.622  4.673  0.43
H  -2.512  1.414  5.207  0.43
H  -5.197  0.831  3.848  0.31
H  -4.837  0.590  5.567  0.35
H  -4.037  -0.401  4.335  0.22
H  -4.659  3.476  2.740  0.42
H  -4.343  3.675  1.030  0.41
H  -2.679  4.920  3.281  0.31
H  -3.813  5.792  2.233  0.37
H  -2.326  5.089  1.568  0.30
H  -0.135  -1.831  5.674  0.41
H  0.517  -3.450  5.551  0.31
H  -2.371  -2.683  4.869  0.11
H  -1.856  -3.499  6.354  0.37
H  -1.706  -4.309  4.785  0.23
S  2.685  0.844  1.513  -0.96
N  3.195  5.387  -4.274  -0.74
C  2.318  5.218  -3.522  0.57
N  1.258  5.137  -2.762  -0.66
C  1.185  4.339  -1.717  0.46
N  0.979  3.712  -0.758  -0.52

=====

Record 2
The following is a DFT calculation (the ωB97M-V functional and the def2-TZVPD basis) of a structure of composition C38H44MoN8O2.

As for the multiplicity: 3. For the HOMO energy (spin up / spin down), the calculation gives -17.81 / -17.92 eV. Its lowest unoccupied orbital energy (spin up / spin down) is -11.679 / -13.016 eV. For the total energy, the calculation gives -2129.5968 Eh. As for the total charge: +4. As for the frontier orbital gap (spin up / spin down): 6.13 / 4.91 eV.

Each line ends with the Mulliken spin population.
Atoms and positions in Å:
Mo  2.017  -1.406  -0.339  0.89
C  3.624  5.292  3.104  0.00
C  2.662  4.177  2.686  0.01
C  1.280  4.436  2.568  0.00
C  0.370  3.443  2.406  0.01
C  -1.008  3.828  2.228  0.00
N  -1.968  2.964  2.100  0.00
C  -3.310  3.393  1.737  0.00
C  -4.364  2.317  2.010  0.01
C  -5.505  2.266  1.018  -0.02
N  -5.207  1.780  -0.353  0.14
C  -4.378  0.837  -0.790  0.01
C  -4.020  -0.305  -0.108  0.04
C  -4.777  -0.821  0.955  0.15
C  -4.186  -1.663  1.899  0.14
C  -4.980  -2.066  3.097  0.00
C  -2.836  -2.013  1.748  -0.02
C  -2.048  -1.697  0.654  0.19
C  -0.646  -1.589  0.893  0.07
N  0.354  -2.382  0.569  -0.11
C  0.758  -3.513  1.448  0.03
C  2.000  -3.088  2.319  0.00
C  2.041  -1.625  2.714  0.01
N  2.232  -0.621  1.574  0.05
C  2.780  0.560  1.914  -0.05
C  2.158  1.810  2.099  0.00
C  3.051  2.864  2.438  0.00
C  0.707  2.071  2.191  0.00
O  -0.196  1.154  2.226  0.01
C  -2.795  -1.099  -0.513  0.13
O  -2.437  -1.388  -1.676  0.15
H  3.690  6.092  2.381  0.00
H  4.574  4.817  3.151  0.00
H  3.356  5.676  4.078  0.00
H  0.977  5.474  2.546  0.00
H  -1.252  4.903  2.293  0.00
H  -1.719  1.998  2.179  0.00
H  -3.254  3.781  0.709  0.00
H  -3.485  4.310  2.273  0.00
H  -4.816  2.613  3.002  0.00
H  -3.888  1.341  2.127  0.00
H  -5.843  3.254  0.836  0.00
H  -6.320  1.668  1.449  0.01
H  -5.562  2.446  -1.050  -0.01
H  -3.955  1.138  -1.783  -0.01
H  -5.797  -0.497  1.014  0.01
H  -5.244  -1.214  3.726  0.02
H  -4.456  -2.771  3.731  0.00
H  -5.946  -2.502  2.804  0.02
H  -2.353  -2.662  2.525  0.00
H  -0.418  -0.684  1.530  0.11
H  0.992  -4.387  0.796  0.00
H  -0.101  -3.788  2.145  -0.01
H  2.938  -3.415  1.810  0.00
H  1.910  -3.662  3.253  0.00
H  2.872  -1.392  3.423  0.00
H  1.073  -1.365  3.179  0.00
H  3.879  0.587  1.953  0.00
H  4.104  2.618  2.489  0.00
N  3.797  -0.854  -1.689  -0.01
C  3.278  -0.037  -2.770  -0.02
C  3.836  -0.097  -4.046  0.00
C  3.207  0.633  -5.074  0.00
C  2.121  1.433  -4.828  0.00
C  1.505  1.438  -3.514  0.00
C  0.274  2.084  -3.304  -0.01
C  -0.329  1.862  -2.052  0.00
C  0.196  0.971  -1.157  -0.04
N  1.342  0.277  -1.361  -0.02
C  2.042  0.597  -2.503  0.02
H  4.311  -1.684  -1.928  0.00
H  4.424  -0.299  -1.139  0.00
H  4.706  -0.789  -4.239  0.00
H  3.644  0.567  -6.078  0.00
H  1.624  2.009  -5.594  0.00
H  -0.185  2.642  -4.093  0.00
H  -1.195  2.437  -1.773  0.00
H  -0.304  0.889  -0.182  0.03
C  -0.590  -3.758  -4.294  0.00
C  0.647  -3.573  -3.465  0.02
C  1.961  -4.044  -3.673  -0.01
C  2.710  -3.670  -2.517  0.02
N  1.887  -2.965  -1.679  0.04
N  0.644  -3.013  -2.235  -0.01
C  4.080  -4.067  -2.155  0.00
H  -0.764  -4.840  -4.453  0.00
H  -0.328  -3.319  -5.271  0.00
H  -1.488  -3.315  -3.837  0.00
H  2.386  -4.586  -4.454  0.00
H  -0.136  -2.501  -1.810  0.00
H  4.898  -3.553  -2.726  0.00
H  4.192  -5.141  -2.405  0.00
H  4.283  -4.029  -1.092  0.00

=====

Which ΔE to the lowest compared entry with this formula, charge and spin belongs to each record? In order, 24.6; 33.5 kcal/mol.
Which max |F| belongs to each record? In order, 0.6; 3.3 eV Å⁻¹.